The following is a quantum chemistry calculation of the ion C5H15N2 with charge +2 in a non-equilibrium geometry, from OMol25.

Structure (ORCA input):
```
! wB97M-V def2-TZVPD RIJCOSX def2/J DEFGRID3
* xyz 2 2
N 2.65 0.81 0.67
C 2.61 -0.59 0.27
C 1.28 -1.14 -0.43
N 0.17 -0.10 -0.21
C -1.15 -0.57 0.39
C -2.07 0.62 0.48
C -2.84 0.74 -0.86
H 0.58 0.63 0.41
H 3.13 1.37 -0.03
H 3.16 0.95 1.55
H 2.53 -1.06 1.27
H 3.51 -0.94 -0.26
H 0.97 -2.01 0.12
H 1.36 -1.31 -1.49
H -0.06 0.36 -1.09
H -1.59 -1.35 -0.23
H -0.86 -1.02 1.35
H -2.74 0.66 1.35
H -1.61 1.62 0.48
H -3.92 0.79 -0.73
H -2.56 1.61 -1.47
H -2.57 -0.07 -1.56
*
```

**HOMO-LUMO gap (alpha / beta)**: 10.87 / 4.39 eV
**Largest force on an atom**: 0.0796 Eh/bohr
**Energy above the lowest of the compared OMol25 structures with the same formula, charge and spin**: 68.71 kcal per mole
**Energy**: -8387.3300 eV

The following is a quantum chemistry calculation of a cluster of 8 separate species, C2H20O8 in total, from OMol25.

Structure (ORCA input):
```
! wB97M-V def2-TZVPD RIJCOSX def2/J DEFGRID3
* xyz 0 1
C 5.04 11.01 6.98
C 5.87 11.39 8.21
O 7.01 10.56 8.42
H 5.67 10.90 6.09
H 4.32 11.81 6.80
H 4.48 10.09 7.14
H 5.29 11.45 9.13
H 6.23 12.41 8.05
H 6.65 9.66 8.52
O 2.34 12.12 10.19
H 2.82 11.27 10.11
H 2.75 12.55 10.94
O 1.55 9.05 8.95
H 1.75 9.89 8.52
H 0.62 8.88 8.75
O 2.28 6.64 10.23
H 1.86 7.48 9.98
H 2.79 6.39 9.45
O 5.11 8.19 13.01
H 5.98 7.80 12.88
H 4.96 8.16 13.96
O 7.36 10.87 11.22
H 8.07 10.72 10.59
H 6.62 10.37 10.86
O 5.81 8.05 9.21
H 5.44 7.26 8.82
H 5.19 8.29 9.91
O 3.78 9.86 10.86
H 3.04 9.43 10.40
H 3.99 9.26 11.60
*
```

**HOMO-LUMO gap**: 9.88 eV
**Largest force on an atom**: 0.0176 Eh/bohr
**Energy above the lowest of the compared OMol25 structures with the same formula, charge and spin**: 9.71 kcal per mole
**Energy**: -18778.6425 eV
**SMILES**: CCO.O.O.O.O.O.O.O

The following is a quantum chemistry calculation of an isolated molecule of C5H12N2 in a non-equilibrium geometry, from OMol25.

Structure (ORCA input):
```
! wB97M-V def2-TZVPD RIJCOSX def2/J DEFGRID3
* xyz 0 1
C -0.71 -1.17 -0.85
C -1.26 0.12 -0.38
C -0.48 1.38 -0.58
C -2.06 0.06 1.02
C 2.51 -0.48 0.67
N 0.48 -1.26 -0.04
N 1.63 -0.73 -0.43
H -1.32 -2.01 -0.49
H -0.53 -1.30 -1.91
H -0.49 1.83 -1.54
H 0.56 1.25 -0.30
H -0.88 2.19 -0.03
H -3.10 -0.34 0.83
H -2.03 1.04 1.37
H -1.59 -0.66 1.77
H 2.63 0.55 1.03
H 2.18 -1.18 1.56
H 3.52 -0.79 0.41
H 1.65 -0.30 -1.33
*
```

**HOMO-LUMO gap (alpha / beta)**: 7.89 / 8.30 eV
**Largest force on an atom**: 0.0690 Eh/bohr
**Energy above the lowest of the compared OMol25 structures with the same formula, charge and spin**: 108.31 kcal per mole
**Energy**: -8355.4396 eV

The following is a quantum chemistry calculation of an isolated molecule of C5H8ClNS in a non-equilibrium geometry, from OMol25.

Structure (ORCA input):
```
! wB97M-V def2-TZVPD RIJCOSX def2/J DEFGRID3
* xyz 0 1
C -1.39 -1.02 1.05
C -1.64 -0.24 -0.20
C 0.72 0.69 -0.37
C 1.37 1.84 -0.53
C 1.43 -0.50 0.08
H -0.93 -2.00 0.82
H -0.68 -0.54 1.72
H -2.35 -1.25 1.49
H -0.97 1.17 -1.41
H 2.41 1.93 -0.20
H 0.87 2.74 -0.92
H 2.51 -0.33 0.22
H 1.07 -0.86 1.00
N -0.63 0.53 -0.69
S -3.04 -0.33 -0.99
Cl 1.24 -1.82 -1.08
*
```

**HOMO-LUMO gap**: 8.79 eV
**Largest force on an atom**: 0.0336 Eh/bohr
**Energy above the lowest of the compared OMol25 structures with the same formula, charge and spin**: 7.54 kcal per mole
**Energy**: -30161.8374 eV
**SMILES**: C=C(CCl)NC(C)=S

The following is a quantum chemistry calculation of an isolated molecule of C3H6N2O2, from OMol25.

Structure (ORCA input):
```
! wB97M-V def2-TZVPD RIJCOSX def2/J DEFGRID3
* xyz 0 1
N -1.76 -0.20 -0.77
C -1.14 0.10 0.42
O -1.42 1.05 1.11
C -0.08 -0.91 0.87
O 1.16 -0.24 1.10
C 1.65 0.51 0.10
N 1.20 0.49 -1.08
H -2.28 0.58 -1.15
H -1.17 -0.66 -1.45
H 0.04 -1.74 0.17
H -0.36 -1.29 1.85
H 2.45 1.14 0.49
H 1.70 1.17 -1.65
*
```

**HOMO-LUMO gap**: 10.78 eV
**Largest force on an atom**: 0.0077 Eh/bohr
**Energy above the lowest of the compared OMol25 structures with the same formula, charge and spin**: 31.68 kcal per mole
**Energy**: -10283.4236 eV
**SMILES**: [H]/N=C/OCC(N)=O

The following is a quantum chemistry calculation of a structure of composition CH25O14V in a non-equilibrium geometry, from OMol25.

Structure (ORCA input):
```
! wB97M-V def2-TZVPD RIJCOSX def2/J DEFGRID3
* xyz 0 1
O -4.00 1.76 -1.63
V -3.06 2.15 -0.45
O -2.24 3.41 -0.92
C -0.34 -0.12 -0.25
O -1.26 0.88 -0.55
H -0.77 -1.13 -0.15
H 0.52 -0.11 -0.93
H 0.12 0.04 0.75
O -1.92 -3.44 1.34
H -1.69 -3.76 2.22
H -1.08 -3.47 0.83
O 0.24 -3.87 -0.26
H 0.74 -3.05 -0.41
H 0.91 -4.53 -0.09
O -1.78 -0.01 2.80
H -1.51 -0.29 1.92
H -1.26 -0.55 3.40
O 2.50 2.93 0.10
H 2.10 2.14 -0.28
H 2.55 3.55 -0.64
O -0.02 3.45 1.30
H 0.95 3.34 1.21
H -0.40 2.64 0.94
O 0.56 2.83 -2.14
H 0.21 3.62 -1.72
H -0.08 2.14 -1.90
O 2.58 -2.92 -1.46
H 2.62 -2.12 -1.99
H 2.36 -3.62 -2.08
O 3.48 0.39 0.88
H 2.93 0.98 1.42
H 4.37 0.74 0.99
O 1.63 1.24 3.02
H 2.35 0.82 3.51
H 1.16 0.51 2.61
O -2.93 -2.37 -1.07
H -2.76 -1.50 -0.69
H -2.67 -2.99 -0.37
O -1.79 -0.26 -3.26
H -1.41 -0.08 -2.38
H -1.93 0.62 -3.64
*
```

**HOMO-LUMO gap**: 7.35 eV
**Largest force on an atom**: 0.0904 Eh/bohr
**Energy above the lowest of the compared OMol25 structures with the same formula, charge and spin**: 52.78 kcal per mole
**Energy**: -55793.1588 eV

Q: Which value of largest force on an atom does entry 6 give?
A: 0.0904 Eh/bohr

What did the fourth record say?
The following is a quantum chemistry calculation of an isolated molecule of C5H8ClNS in a non-equilibrium geometry, from OMol25.

Structure (ORCA input):
```
! wB97M-V def2-TZVPD RIJCOSX def2/J DEFGRID3
* xyz 0 1
C -1.39 -1.02 1.05
C -1.64 -0.24 -0.20
C 0.72 0.69 -0.37
C 1.37 1.84 -0.53
C 1.43 -0.50 0.08
H -0.93 -2.00 0.82
H -0.68 -0.54 1.72
H -2.35 -1.25 1.49
H -0.97 1.17 -1.41
H 2.41 1.93 -0.20
H 0.87 2.74 -0.92
H 2.51 -0.33 0.22
H 1.07 -0.86 1.00
N -0.63 0.53 -0.69
S -3.04 -0.33 -0.99
Cl 1.24 -1.82 -1.08
*
```

**HOMO-LUMO gap**: 8.79 eV
**Largest force on an atom**: 0.0336 Eh/bohr
**Energy above the lowest of the compared OMol25 structures with the same formula, charge and spin**: 7.54 kcal per mole
**Energy**: -30161.8374 eV
**SMILES**: C=C(CCl)NC(C)=S

Q: Look up the energy of the fifth one.
A: -10283.4236 eV

Q: energy above the lowest of the compared OMol25 structures with the same formula, charge and spin of number 6 (CH25O14V)?
A: 52.78 kcal per mole